251
Properties=species:S:1:pos:R:3:forces:R:3 method="wB97M-V/def2-TZVPD" lumo_energy_ev=0.42 homo_lumo_gap_ev=8.193 homo_energy_ev=-7.773 e_tot_ev=-112146.422 charge=0 largest_force_ev_per_a=4.07 smiles=CC1(C)CCCC(C)(C)N1O.CC1(C)CCCC(C)(C)N1O.CC1(C)CCCC(C)(C)N1O.CC1(C)CCCC(C)(C)N1O.CC1(C)CCCC(C)(C)N1O.CC1(C)CCCC(C)(C)N1O.CC1(C)CCCC(C)(C)N1O.COC[C@H](C)N.COCCNCCOC
C 0.564101 1.545737 4.767367 0.027 -1.682 0.387
C 0.851541 1.411807 6.256827 2.066 -1.588 0.538
C 1.805831 2.577887 6.519077 0.227 0.503 0.938
C -0.454559 1.497177 7.054887 0.028 0.829 -0.115
C -1.372619 0.295497 7.031987 1.741 -1.595 0.179
C -0.452219 -0.890493 7.643447 -1.519 1.848 -1.132
C 0.918621 -1.136663 6.954467 -0.949 -0.799 -0.503
C 1.693751 -1.985303 7.927467 1.204 -0.755 0.137
C 0.829251 -2.006133 5.637787 -0.241 0.538 0.268
N 1.648801 0.153057 6.801977 -3.661 1.006 -0.039
O 2.774251 -0.084543 6.047647 1.233 0.142 -0.273
H -0.046459 2.448647 4.776297 0.028 -0.086 -1.074
H 1.477761 1.548407 4.172977 0.036 0.715 0.124
H 0.062821 0.645997 4.410597 -0.763 0.286 -0.158
H 1.286801 3.516167 6.323307 -0.089 0.157 0.280
H 2.231851 2.560927 7.522237 -0.567 0.130 0.402
H 2.722231 2.643367 5.932547 -0.284 -0.629 -0.664
H -0.218639 1.674677 8.104137 0.125 0.218 0.077
H -0.965999 2.379367 6.669827 -0.132 0.235 0.159
H -2.250049 0.448087 7.660417 0.146 0.034 0.242
H -1.770279 0.035267 6.051047 0.320 -0.017 -0.338
H -1.098779 -1.766593 7.693607 0.536 -0.344 0.110
H -0.265419 -0.489233 8.639527 0.170 -0.478 0.252
H 1.240681 -2.956563 8.126167 -0.617 0.232 0.248
H 1.942241 -1.463653 8.851717 -0.186 -0.025 0.054
H 2.623051 -2.323143 7.468807 0.384 0.372 -0.060
H 0.259581 -1.481063 4.871057 0.122 -0.085 -0.155
H 0.391481 -2.996123 5.765817 -0.636 0.180 0.572
H 1.804501 -2.314013 5.260717 0.260 0.757 -0.081
H 3.399591 -0.001113 6.771237 1.020 -0.034 -0.576
C -3.578169 -1.803393 -6.411953 -0.857 0.304 1.209
C -3.517959 -0.978933 -5.041323 1.099 1.455 1.069
C -2.231539 -0.059673 -4.991103 0.898 -0.743 -1.091
C -4.641559 0.115167 -4.958973 -1.623 -1.538 -0.684
C -5.951279 -0.330773 -4.272463 0.435 0.494 0.276
C -5.727029 -1.201253 -3.081013 -0.836 0.336 0.647
C -4.740879 -2.310873 -3.217003 0.480 -1.977 -0.809
C -4.466809 -2.796983 -1.785973 1.120 -0.174 0.090
C -5.332239 -3.516413 -4.077433 0.916 -0.235 0.848
N -3.457729 -1.747003 -3.717033 -1.545 1.837 -1.292
O -2.434659 -2.678503 -3.813373 0.216 -1.044 -0.171
H -4.614939 -2.034963 -6.656013 -0.306 0.343 0.068
H -3.201949 -1.177763 -7.221363 0.174 -0.103 0.081
H -3.144459 -2.803113 -6.435643 0.640 0.355 0.422
H -1.296499 -0.606653 -4.870143 -0.040 -0.525 0.074
H -2.066959 0.436587 -5.947523 -0.352 0.024 -0.326
H -2.141729 0.758737 -4.276803 -0.865 -0.292 0.469
H -4.326109 1.065137 -4.527523 0.287 -0.303 0.006
H -5.031189 0.284367 -5.962803 0.759 0.492 -0.385
H -6.446829 0.580307 -3.937083 -0.210 0.031 -0.029
H -6.690539 -0.847133 -4.884813 0.383 0.068 -0.682
H -6.708019 -1.635663 -2.888523 0.024 -0.278 0.544
H -5.438479 -0.646443 -2.188243 -0.043 0.383 -0.099
H -4.180139 -1.926333 -1.196153 -0.383 0.116 0.211
H -3.562949 -3.402163 -1.715943 -0.068 -0.383 -0.376
H -5.256649 -3.369563 -1.299773 -0.252 0.293 -0.215
H -5.844009 -3.339943 -5.023503 -0.094 0.608 0.214
H -5.961729 -4.110753 -3.415163 -0.485 0.257 -0.070
H -4.554479 -4.242723 -4.313363 0.447 0.215 -0.063
H -1.753119 -2.342433 -3.226723 0.110 0.024 0.116
C -0.808879 9.580247 2.033207 -0.056 0.035 0.237
C 0.272521 8.572197 2.510557 -1.651 -0.224 -1.037
C 1.474821 9.358897 2.962417 0.414 1.093 -0.645
C -0.344649 7.850127 3.731847 1.612 -0.059 0.363
C 0.091781 6.421317 3.906007 -2.247 -1.220 -0.651
C -0.187509 5.603497 2.586807 0.955 0.466 2.210
C 0.609711 6.143677 1.433907 0.919 -0.095 -0.962
C 2.069571 5.839457 1.568747 1.810 0.272 0.969
C 0.157391 5.268967 0.225227 -0.538 0.878 -0.737
N 0.524651 7.651307 1.358087 -1.190 -1.896 0.907
O 0.735251 8.182127 0.083767 -0.220 0.175 0.430
H -0.321489 10.363447 1.452557 -0.435 0.110 -0.055
H -1.628399 9.125847 1.476437 0.453 -0.380 -0.455
H -1.377279 9.976457 2.874657 0.554 0.569 0.315
H 1.621851 10.167017 2.245877 0.521 -0.137 -0.389
H 1.237791 9.941127 3.852877 0.109 -0.399 0.354
H 2.402071 8.793187 3.053457 -0.130 -0.084 0.249
H 0.137051 8.250637 4.623837 -0.546 1.016 0.012
H -1.417179 8.037667 3.782977 0.016 -0.531 -0.062
H 1.047191 6.275797 4.410097 0.726 0.275 -1.093
H -0.497009 6.035207 4.738077 -0.716 -0.363 -0.141
H -1.218029 5.539097 2.237557 -0.309 0.426 0.657
H 0.103111 4.590537 2.865267 0.210 -0.293 -0.661
H 2.494121 6.378517 2.415657 -0.283 -0.635 0.976
H 2.776661 6.302227 0.880297 -0.619 -0.144 -1.235
H 2.288051 4.771707 1.585427 0.111 -0.037 0.244
H 0.918831 5.199717 -0.551633 -0.209 0.662 -0.250
H -0.813519 5.589107 -0.152843 0.135 0.402 -0.430
H -0.033509 4.213747 0.420587 0.246 -0.061 1.047
H 1.687451 8.153737 -0.035013 0.387 0.156 -0.173
C 2.963711 -4.573713 -5.787983 1.523 -0.946 -0.931
C 1.580851 -4.840383 -6.235273 -3.302 -0.455 0.245
C 0.770101 -5.521683 -5.057843 0.655 1.514 -0.410
C 1.021631 -3.437033 -6.525223 -1.670 1.415 -0.014
C -0.417069 -3.380203 -7.022323 0.114 -1.939 -0.456
C -0.508759 -4.267363 -8.290053 -0.903 0.562 1.019
C 0.080751 -5.712823 -8.164933 1.465 0.757 -2.222
C -0.951249 -6.657313 -7.543153 -0.362 -0.263 -0.684
C 0.405901 -6.125813 -9.770373 -1.174 -0.425 2.246
N 1.404261 -5.566563 -7.511343 0.518 0.803 -0.396
O 2.279141 -6.697233 -7.653923 -0.684 0.676 0.182
H 3.085331 -3.819823 -5.010193 -0.488 -0.192 0.108
H 3.420931 -5.517403 -5.490503 0.392 0.173 0.071
H 3.456931 -4.177983 -6.675813 0.577 -0.056 0.045
H 0.904321 -4.710423 -4.342343 -0.534 -0.419 0.838
H -0.289279 -5.664463 -5.270973 0.171 0.116 0.000
H 1.191641 -6.442563 -4.654873 0.218 0.050 -0.285
H 1.071671 -2.737033 -5.691193 0.414 -0.357 0.566
H 1.561361 -2.923013 -7.320573 0.650 -0.376 -0.075
H -1.164069 -3.840403 -6.375553 0.362 0.117 0.852
H -0.849039 -2.403643 -7.241033 0.551 0.225 -0.013
H -0.157049 -3.665883 -9.128273 0.244 -0.520 -0.244
H -1.597789 -4.312063 -8.300983 -0.155 -0.571 -1.207
H -1.429539 -7.153833 -8.387433 -0.206 -0.181 0.068
H -1.750409 -6.091663 -7.064093 0.106 -0.061 0.342
H -0.600229 -7.452043 -6.884903 0.340 0.280 0.006
H 0.960171 -5.316843 -10.246253 0.119 -0.354 0.032
H -0.524849 -6.341333 -10.295103 -0.506 0.952 0.067
H 0.803001 -7.134173 -9.887043 1.037 0.249 0.461
H 2.850941 -6.249763 -8.281953 0.582 -0.760 -0.155
C -2.961359 3.805527 3.998587 0.852 -0.027 0.000
C -3.960079 2.929487 3.146597 1.938 -0.037 0.939
C -5.325149 3.609257 3.236657 -0.220 -0.646 -0.574
C -3.339939 2.835347 1.681617 -1.727 -0.042 0.150
C -3.979659 1.747307 0.823797 2.253 -1.083 0.069
C -3.706709 0.341447 1.431217 -2.810 1.645 0.797
C -4.406189 0.318437 2.862757 0.717 0.134 -1.730
C -5.935089 0.335997 2.686507 -0.033 0.353 0.432
C -3.958719 -1.033813 3.450337 0.645 0.386 0.974
N -3.894669 1.514177 3.659517 1.123 -1.646 -0.696
O -4.215359 1.335027 5.040267 -1.185 0.976 -0.382
H -3.175759 4.873907 4.024907 -0.476 0.024 -0.492
H -2.794099 3.601827 5.056237 -0.711 -0.745 0.093
H -1.945859 3.763787 3.604737 0.001 -0.287 -0.293
H -5.804919 3.462667 2.268967 -0.505 0.180 0.101
H -5.920859 3.139137 4.019097 -0.041 0.023 -0.035
H -5.252369 4.673577 3.460317 0.042 -0.103 -0.196
H -3.542259 3.711977 1.066247 0.184 0.761 0.672
H -2.264089 2.660657 1.670157 0.011 0.049 0.509
H -5.004639 1.943737 0.509257 0.005 -0.174 0.297
H -3.348379 1.715837 -0.064233 -0.328 0.353 -0.612
H -2.655919 0.051777 1.438107 -0.126 0.182 0.142
H -4.317199 -0.304893 0.800627 0.382 -0.686 0.089
H -6.362939 0.623427 3.646937 -0.180 -0.460 0.188
H -6.319859 -0.624423 2.343517 0.030 -0.105 0.218
H -6.339579 1.087487 2.008457 0.444 0.095 -0.237
H -3.922829 -1.911223 2.804607 -0.995 0.308 -0.630
H -4.505039 -1.293433 4.357097 0.062 -0.064 0.069
H -2.888279 -1.010553 3.654557 0.196 0.527 0.607
H -3.565219 0.742867 5.425337 0.470 0.066 -0.374
C 4.350241 -7.791723 1.506697 0.969 0.959 1.548
C 2.802711 -7.647653 1.664027 2.469 0.934 -1.717
C 2.330491 -7.242983 0.250137 -1.917 -0.324 0.803
C 2.271501 -8.940193 2.114377 -0.336 -2.774 0.928
C 0.830521 -8.922263 2.451787 -1.283 0.328 0.681
C 0.582681 -7.985913 3.621447 0.579 1.428 -1.021
C 1.128771 -6.488503 3.284117 0.463 -2.390 1.437
C 0.123671 -5.620933 2.522597 0.026 -0.375 0.258
C 1.322791 -5.951673 4.713107 -0.895 1.208 -0.181
N 2.495091 -6.603703 2.658607 -0.944 -3.168 2.368
O 2.935181 -5.380443 2.310887 0.255 1.340 -0.954
H 4.804111 -6.993433 0.919477 -0.293 -0.200 -0.573
H 4.867591 -7.613213 2.449347 -0.426 0.156 0.648
H 4.806601 -8.755323 1.280137 -0.814 -0.223 -0.808
H 1.244641 -7.308003 0.319527 -0.343 0.048 -0.455
H 2.509961 -6.189203 0.036997 0.574 -0.232 -0.375
H 2.607181 -7.933313 -0.546723 0.458 0.274 0.095
H 2.419681 -9.818583 1.486227 0.312 0.565 -1.156
H 2.769711 -9.369713 2.983517 0.525 0.791 0.542
H 0.285081 -8.599113 1.565127 -0.419 0.108 0.066
H 0.420081 -9.893893 2.726697 0.262 -0.277 -0.201
H 1.106431 -8.264493 4.535877 0.302 -0.522 -0.319
H -0.466749 -8.018133 3.914287 -0.173 0.611 -0.200
H 0.379471 -5.488713 1.471317 0.001 0.272 0.021
H 0.056441 -4.671733 3.054217 -0.111 0.165 -0.503
H -0.855229 -6.099803 2.545647 -0.067 0.073 0.016
H 0.316351 -5.794993 5.101247 -0.327 -0.313 0.261
H 1.690551 -4.926053 4.744127 0.665 -0.069 -0.180
H 1.840761 -6.603593 5.416527 0.265 0.101 -0.393
H 2.318371 -5.232643 1.590267 0.174 1.607 -0.669
C 1.145901 -2.716203 -2.298613 0.295 -0.619 0.354
C 1.504211 -1.599393 -1.338483 0.024 2.421 -0.535
C 3.010791 -1.293433 -1.460833 0.936 -0.580 0.458
C 0.715871 -0.269023 -1.716803 0.424 -0.438 0.793
C 0.825481 0.772377 -0.597593 -0.097 -0.696 0.553
C 0.209821 0.154307 0.664197 0.271 0.324 -0.849
C 0.923551 -1.122593 1.130667 -1.148 0.329 1.982
C 2.181021 -0.737313 2.059257 -0.180 -0.604 -1.393
C -0.151139 -1.923343 1.976547 0.750 0.340 0.882
N 1.153581 -2.019523 0.034867 -1.641 1.532 -2.293
O 1.847531 -3.107943 0.441557 0.920 -1.216 0.533
H 1.809911 -3.513273 -1.964133 -0.344 -0.605 -0.349
H 0.103571 -3.028083 -2.232413 -0.009 -0.069 0.390
H 1.333031 -2.557473 -3.360633 0.304 0.553 0.110
H 3.387391 -0.363083 -1.035713 -0.565 0.383 -0.186
H 3.575991 -2.019783 -0.876823 -0.074 -0.433 0.077
H 3.454421 -1.416873 -2.448793 -0.438 0.231 -0.281
H 1.062841 0.084777 -2.687643 0.312 0.001 0.031
H -0.351489 -0.446033 -1.849123 -0.188 -0.429 0.013
H 1.852551 1.017627 -0.327253 0.151 0.290 -0.463
H 0.254251 1.679377 -0.795473 0.245 0.135 -0.343
H -0.832109 -0.039733 0.409597 -0.114 -0.352 0.187
H 0.204871 0.925297 1.434687 0.037 -0.252 0.389
H 2.976621 -0.204893 1.538057 -0.433 0.824 -0.349
H 2.793771 -1.592373 2.344737 -0.556 -0.502 0.672
H 1.860481 -0.185483 2.942917 0.056 -0.225 -0.098
H 0.290581 -2.553763 2.748277 0.390 -0.410 -0.412
H -0.751439 -2.522543 1.291927 -0.003 0.110 0.142
H -0.785699 -1.312063 2.618237 -0.192 0.621 -0.395
H 2.572561 -2.684643 0.907127 0.882 -0.713 0.350
C 9.081031 1.378947 2.655997 0.599 0.354 -0.073
O 8.174811 2.020917 3.473627 -0.301 0.138 0.642
C 7.769051 1.243407 4.574117 -3.091 1.237 -0.337
C 6.561641 0.317417 4.121037 0.758 -0.768 1.618
C 5.360631 0.988957 3.408387 -0.128 -1.233 0.142
N 6.040321 -0.407293 5.320347 -0.628 0.873 0.571
H 8.753731 0.358447 2.457137 0.258 -0.113 -0.397
H 10.027671 1.407907 3.195567 0.523 -0.484 -0.368
H 9.151071 2.010207 1.770157 0.171 -0.453 -0.259
H 8.504591 0.810567 5.252147 0.550 -0.558 -0.699
H 7.337291 2.041497 5.178047 -0.448 -0.303 0.518
H 6.928011 -0.562133 3.591637 0.342 0.704 -1.380
H 5.453591 1.010767 2.322577 0.365 0.531 0.092
H 4.896471 1.884437 3.821637 0.890 0.401 0.059
H 4.536671 0.290947 3.556587 -0.135 -0.356 -0.060
H 5.219911 -0.911603 5.015867 -0.236 -0.075 0.123
H 6.667531 -1.115553 5.674007 0.384 0.097 -0.119
C -0.004929 3.832167 -3.094353 2.308 0.112 1.364
O 0.416971 5.030967 -3.766983 -2.468 -0.844 -0.359
C -0.415219 5.104807 -4.933823 1.579 1.751 -1.441
C -0.321949 6.465567 -5.677243 -0.518 0.094 1.937
N -1.076139 7.469777 -4.879933 0.327 0.171 -1.274
C -0.899309 8.838117 -5.438313 -0.293 -1.035 -0.096
C -1.273729 8.999897 -6.931323 0.978 0.222 -0.170
O -0.298339 8.576187 -7.958973 -1.865 -1.069 1.630
C -0.796159 8.683767 -9.303763 2.694 1.102 0.282
H 0.720261 3.853637 -2.280883 -0.371 -0.487 0.491
H 0.198201 2.885167 -3.594383 0.133 0.160 -0.877
H -1.006559 3.709667 -2.682243 -0.350 0.972 -0.231
H -1.478319 4.992367 -4.721063 0.050 -0.584 0.123
H 0.053511 4.413607 -5.634273 -0.756 -0.694 -0.147
H -0.788679 6.332517 -6.653243 0.191 0.154 -0.015
H 0.690721 6.863437 -5.742753 0.413 -0.606 -0.549
H -0.614909 7.477197 -3.981423 -0.137 -0.029 0.380
H 0.082781 9.260107 -5.224973 0.422 -0.087 -0.293
H -1.589959 9.431967 -4.839613 -0.184 0.389 -0.401
H -1.287169 10.082017 -7.061423 -0.746 0.176 -0.140
H -2.230139 8.511097 -7.116903 -0.135 0.170 -0.055
H -1.389089 7.972817 -9.879163 -0.784 -0.504 1.210
H 0.196441 8.567797 -9.738973 -0.154 0.404 -1.008
H -1.121519 9.715757 -9.435083 -0.343 -0.037 -0.368